Version one
This record from the Open Molecules 2025 dataset describes C5H7N3O2S as an isolated structure. The level of theory is ωB97M-V/def2-TZVPD.

Output
LUMO energy ... -0.001 Ha
HOMO energy ... -8.911 eV

Atoms and positions in Å:
C 2.2960 0.2907 -0.0135
C 0.4895 -1.3276 0.0710
C -1.5606 0.0979 0.3112
C 1.1674 1.1992 0.3775
C -2.5456 -0.9618 -0.1513
N 1.8996 -1.0308 -0.0582
N -0.2043 -0.2298 0.3360
N 0.8291 2.2868 -0.3479
O 3.4399 0.7069 -0.2342
O -1.9141 1.2405 0.4156
S -0.0583 -2.8611 -0.1325
H 1.1225 1.3007 1.5019
H -3.1728 -0.3949 -0.8118
H -2.9280 -1.2179 0.8541
H -2.0520 -1.7905 -0.5935
H 2.4747 -1.8568 -0.1860
H 0.7609 1.9208 -1.2924
H -0.0440 2.6275 -0.0458

=====

Version two
This record from the Open Molecules 2025 dataset describes one molecule with the formula C5H7N3O2S. The level of theory is ωB97M-V/def2-TZVPD.

Output
LUMO energy ... -0.018 Ha
HOMO energy ... -8.957 eV

Atoms and positions in Å:
C 1.2901 -1.7585 -0.1343
C 0.1938 0.3456 -0.3557
C -1.1825 -0.2914 -0.2649
C 0.2754 1.5830 0.5909
C 1.6285 -2.9570 -0.0408
N 1.2949 -0.5170 -0.0098
N 0.4161 0.8687 -1.7209
N -2.1369 0.6341 -0.7258
O -1.3825 -1.3387 0.2407
O 2.7613 -0.1082 -2.5610
S 1.5301 0.7028 -2.7431
H -0.3277 1.3575 1.4361
H -0.4273 2.3632 0.0356
H 1.2275 1.9693 0.7715
H 2.1875 -3.6860 -0.6563
H 1.5722 -3.5908 0.8231
H -1.9253 1.6161 -1.0904
H -2.9403 0.1688 -1.1109

=====

Going by the computed energies, the most stable comes first: version one, version two.

=====

Version one
This record from the Open Molecules 2025 dataset describes one molecule with the formula C4H12NPS. The level of theory is ωB97M-V/def2-TZVPD.

Output
LUMO energy ... 0.015 Ha
HOMO energy ... -7.819 eV
SMILES string ... CCSPN(C)C

Atoms and positions in Å:
C -1.0970 2.2665 2.9657
C -0.1252 0.9595 3.0483
S -0.0214 -0.1516 1.6683
P 1.2273 0.6664 -0.4396
N 1.8589 -0.7007 -1.0997
C 1.1986 -1.7900 -1.9119
C 3.1661 -1.1264 -0.6197
H -0.9116 2.7768 1.9763
H -2.1191 2.0248 3.0755
H -0.7574 2.8779 3.8632
H -0.2622 0.4352 3.9384
H 0.8568 1.5008 3.1069
H -0.0284 0.4054 -1.2807
H 1.8472 -2.5622 -2.2734
H 0.4738 -2.2923 -1.3223
H 0.6590 -1.3466 -2.8180
H 3.6759 -0.1713 -0.2759
H 3.2854 -1.8128 0.2103
H 3.7146 -1.6162 -1.5069

=====

Version two
This record from the Open Molecules 2025 dataset describes a 2-piece molecular cluster, C4H12NPS overall. The level of theory is ωB97M-V/def2-TZVPD.

Output
LUMO energy (alpha / beta) ... 0.010 / 0.010 Ha
HOMO energy (alpha / beta) ... -7.534 / -7.535 eV

Atoms and positions in Å:
C 1.1508 -0.9488 -1.0168
C 2.1399 -0.1278 0.9910
C -0.5899 2.4811 -0.5457
C -2.4475 -1.4302 0.5677
N 1.3981 0.1898 -0.1896
P -0.7522 1.0424 0.5908
S -2.1015 -0.0395 -0.5630
H 0.9722 -1.8743 -0.4516
H 0.3008 -0.7577 -1.6719
H 2.0311 -1.1037 -1.6542
H 1.7585 -1.0065 1.5331
H 3.1743 -0.3496 0.6979
H 2.1464 0.7291 1.6609
H -0.6258 2.1433 -1.5791
H 0.3750 2.9394 -0.3443
H -1.3878 3.2007 -0.3582
H -3.4729 -1.3523 0.9139
H -1.7584 -1.3826 1.4072
H -2.3112 -2.3528 0.0120

=====

Going by the computed energies, the most stable comes first: version two, version one.

=====

Version one
This record from the Open Molecules 2025 dataset describes C7H15N4 as an isolated structure. The level of theory is ωB97M-V/def2-TZVPD.

Output
Net charge ... +1
LUMO energy (alpha / beta) ... -0.162 / -0.162 Ha
HOMO energy (alpha / beta) ... -12.185 / -12.186 eV

Atoms and positions in Å:
C 0.7914 -0.6493 0.4876
C 3.1300 -0.1282 1.3936
C 3.2412 -1.2403 0.4330
C 2.1091 -0.2188 0.2522
C -2.5066 -0.2488 -1.7043
C -2.6014 1.1611 0.3918
C -1.9336 -0.0230 -0.3069
N -0.3171 2.1495 -1.7540
N 0.0484 1.1818 -1.0678
N -0.5321 0.2913 -0.4590
N 0.3339 -1.4164 1.4202
H 2.7715 -0.3305 2.3923
H 3.8274 0.6920 1.3448
H 4.0103 -1.2068 -0.3216
H 2.9697 -2.2397 0.7416
H 2.1995 0.4971 -0.5569
H -2.3572 0.6399 -2.3141
H -2.0262 -1.0936 -2.1924
H -3.5724 -0.4438 -1.6360
H -2.4762 2.0579 -0.2129
H -2.1735 1.3332 1.3765
H -3.6650 0.9721 0.5039
H -2.0374 -0.9339 0.2910
H 0.4868 2.6678 -2.1193
H 0.9217 -1.7892 2.1669
H -0.6423 -1.6814 1.4499

=====

Version two
This record from the Open Molecules 2025 dataset describes an isolated ion of composition C7H15N4 and charge +1. The level of theory is ωB97M-V/def2-TZVPD.

Output
Net charge ... +1
LUMO energy ... -0.108 Ha
HOMO energy ... -13.408 eV
SMILES string ... CC[C@]12NCN[C@H]1C=NC[NH2+]2

Atoms and positions in Å:
C 1.0709 2.5181 0.1819
C 0.7474 1.1644 0.9446
C -0.1368 0.2355 -0.0364
N -1.3796 0.7214 -0.5113
C -2.5192 -0.2171 -0.2558
N -1.7710 -1.4521 -0.0096
C -0.5846 -1.0561 0.7327
C 0.4093 -2.1461 0.7705
N 1.4794 -2.1489 0.1165
C 1.8582 -1.1258 -0.8179
N 0.6392 -0.3229 -1.1897
H 1.6859 2.4862 -0.6397
H 1.4813 3.1667 0.9895
H 0.0569 3.0216 -0.1547
H 0.0785 1.5543 1.7071
H 1.6987 0.6497 1.2050
H -1.5344 1.6687 -0.2052
H -3.1432 -0.2518 -1.1365
H -3.0984 0.2555 0.5546
H -2.4025 -2.0676 0.4853
H -0.9388 -0.6449 1.6391
H 0.1114 -3.0035 1.4163
H 2.7194 -0.6198 -0.4158
H 2.3176 -1.6706 -1.6602
H 1.1312 0.2546 -1.8839
H 0.0230 -0.9695 -1.8264

=====

Going by the computed energies, the most stable comes first: version two, version one.